Entry w
Computed, not measured: C4H8N3P in the gas phase, with ωB97M-V with the def2-TZVPD basis set.

For the LUMO energy, the calculation gives 0.75 eV. As for the gap between HOMO and LUMO: 9.76 eV. The SMILES is CPc1nncn1C. The HOMO energy is -9.01 eV.

Element x y z (Å)
1 C 0.4346 2.2858 -1.4843
2 P 0.7345 0.5587 -1.1832
3 C 0.7931 0.4819 0.6451
4 N 0.7706 1.5854 1.3296
5 N 0.5482 1.2454 2.6520
6 C 0.4721 -0.0327 2.6998
7 N 0.6777 -0.5964 1.4842
8 C 0.6461 -2.0454 1.1759
9 H -0.4368 2.6588 -0.9522
10 H 0.4612 2.3992 -2.5622
11 H 1.1552 2.9776 -0.9395
12 H 2.1732 0.7076 -1.6207
13 H 0.3860 -0.6392 3.5708
14 H -0.3902 -2.5021 1.3475
15 H 0.8890 -2.3187 0.2284
16 H 1.3603 -2.4295 1.8781

Results of the natural (NBO) charge analysis, in e, for atoms 1 through 6: C -0.962; P 0.538; C 0.042; N -0.302; N -0.282; C 0.154

Entry x
Computed, not measured: C4H8N3P in the gas phase, with ωB97M-V with the def2-TZVPD basis set.

For the LUMO energy, the calculation gives 0.21 eV. As for the gap between HOMO and LUMO: 8.28 eV. The HOMO energy is -8.07 eV.

Element x y z (Å)
1 C 0.7102 -0.2920 0.8296
2 C 1.6438 -1.1439 -1.0746
3 C 3.1351 0.1762 0.5563
4 C -2.7496 0.1774 -0.7868
5 N -0.2708 -0.8468 0.1344
6 N 0.3546 -1.3505 -1.0966
7 N 1.8567 -0.4392 0.1519
8 P -2.0852 -0.5244 0.8107
9 H 0.5227 0.2394 1.6726
10 H 2.8558 1.0700 1.0453
11 H 3.9000 -0.4230 1.1951
12 H 3.6139 0.3939 -0.3976
13 H -2.9558 1.2189 -0.7494
14 H -3.7188 -0.2275 -1.2550
15 H -2.0535 0.0507 -1.5945
16 H -2.3314 -1.8966 0.6968

Results of the natural (NBO) charge analysis, in e, for atoms 1 through 6: C 0.214; C 0.057; C -0.402; C -0.968; N -0.417; N -0.403

We find entry w to be the most stable, with the next structure 190.0 kJ/mol higher.

Entry w
Computed, not measured: 3 unconnected molecules or ions with the total composition C2H9O3, with ωB97M-V with the def2-TZVPD basis set.

As for the charge: -1. For the LUMO energy, the calculation gives 4.26 eV. As for the gap between HOMO and LUMO: 8.38 eV. The HOMO energy is -4.13 eV.

Element x y z (Å)
1 C 1.6618 0.8651 0.9114
2 O 0.3018 0.6906 1.1508
3 C 2.0177 1.0570 -0.5646
4 H 2.0115 1.7280 1.4830
5 H 2.2369 0.0023 1.2922
6 H 1.4527 1.8773 -0.9828
7 H 3.0796 1.3233 -0.6251
8 H 1.8390 0.1288 -1.0880
9 H -2.1423 -1.0096 -0.4107
10 H -3.2070 -1.9229 -1.0577
11 O -3.1360 -1.1232 -0.5320
12 H -0.4480 -1.0026 -1.5345
13 H -0.0408 -0.0058 0.5010
14 O -0.4969 -1.0518 -0.5750

Results of the natural (NBO) charge analysis, in e, for atoms 1 through 6: C -0.034; O -0.786; C -0.634; H 0.132; H 0.123; H 0.195

Entry x
Computed, not measured: 3 unconnected molecules or ions with the total composition C2H9O3, with ωB97M-V with the def2-TZVPD basis set.

As for the charge: -1. For the LUMO energy, the calculation gives 4.02 eV. As for the gap between HOMO and LUMO: 8.43 eV. The HOMO energy is -4.41 eV.

Element x y z (Å)
1 C -1.6783 -0.0650 0.6620
2 O -0.9185 -0.7632 -0.2968
3 C -1.6789 1.4498 0.4644
4 H -1.4248 -0.3857 1.6584
5 H -2.6990 -0.4164 0.6806
6 H -0.8190 1.8841 1.0147
7 H -2.5261 2.0464 0.8295
8 H -1.3738 1.7532 -0.5392
9 H 2.6967 -1.1658 -0.5348
10 H 3.3478 -2.1198 -1.8244
11 O 3.5159 -1.7676 -0.9524
12 H 1.7992 0.3803 -0.7098
13 H 0.0955 -0.4666 -0.3407
14 O 1.6633 -0.3634 -0.1114

Results of the natural (NBO) charge analysis, in e, for atoms 1 through 6: C -0.051; O -0.797; C -0.653; H 0.142; H 0.135; H 0.202

We find entry w to be the most stable, with the next structure 41.5 kJ/mol higher.

Entry w
Computed, not measured: 5 unconnected molecules or ions with the total composition CH11NO5, with ωB97M-V with the def2-TZVPD basis set.

For the LUMO energy, the calculation gives 0.64 eV. As for the gap between HOMO and LUMO: 11.31 eV. The SMILES is NC=O.O.O.O.O. The HOMO energy is -10.67 eV.

Element x y z (Å)
1 N -2.1159 -0.8023 0.8654
2 C -2.5444 -0.0411 -0.1602
3 O -1.8009 0.3398 -1.0481
4 H -2.6055 -0.7996 1.7438
5 H -1.1045 -0.8170 0.9209
6 H -3.5960 0.2748 -0.1151
7 O 0.1486 -0.6570 2.9560
8 H 0.3637 -1.5862 2.8466
9 H 0.7757 -0.1613 2.4100
10 O 1.8314 -0.2441 0.7427
11 H 1.4162 -0.4590 -0.1221
12 H 2.7608 -0.1535 0.5082
13 O 1.7038 1.9085 -2.2919
14 H 2.0414 2.7749 -2.0417
15 H 1.7845 1.3766 -1.4911
16 O 0.6293 -0.5296 -1.7097
17 H -0.3157 -0.3668 -1.4602
18 H 0.6276 -0.0571 -2.5537

Results of the natural (NBO) charge analysis, in e, for atoms 1 through 6: N -0.799; C 0.546; O -0.647; H 0.405; H 0.410; H 0.124

Entry x
Computed, not measured: 5 unconnected molecules or ions with the total composition CH11NO5, with ωB97M-V with the def2-TZVPD basis set.

For the LUMO energy, the calculation gives 0.71 eV. As for the gap between HOMO and LUMO: 10.98 eV. The SMILES is NC=O.O.O.O.O. The HOMO energy is -10.27 eV.

Element x y z (Å)
1 N 0.0533 1.1735 -1.8768
2 C 0.0087 -0.1039 -1.5241
3 O 0.3499 -1.0912 -2.1767
4 H 0.0332 1.8844 -1.1238
5 H 0.2268 1.3343 -2.8493
6 H -0.4347 -0.2715 -0.5248
7 O -0.0043 3.1397 0.0698
8 H -0.8601 3.5798 0.0154
9 H -0.0254 2.6628 0.9192
10 O 0.6189 1.0999 1.8347
11 H 0.1878 0.3265 2.2335
12 H 1.4660 0.7165 1.5798
13 O -0.0641 -1.5970 1.9257
14 H -0.3427 -2.2580 2.5611
15 H -0.1020 -2.0357 1.0910
16 O -0.2324 -2.9515 -0.3461
17 H -1.0437 -3.2407 -0.7758
18 H 0.1647 -2.3680 -1.0325

Results of the natural (NBO) charge analysis, in e, for atoms 1 through 6: N -0.822; C 0.525; O -0.673; H 0.446; H 0.397; H 0.118

Entry y
Computed, not measured: 5 unconnected molecules or ions with the total composition CH11NO5, with ωB97M-V with the def2-TZVPD basis set.

For the LUMO energy, the calculation gives 0.52 eV. As for the gap between HOMO and LUMO: 10.19 eV. The SMILES is NC=O.O.O.O.O. The HOMO energy is -9.67 eV.

Element x y z (Å)
1 N 0.5086 -0.9145 -1.1494
2 C -0.2112 -1.3427 -2.2084
3 O -1.0153 -0.7427 -2.8697
4 H 0.9701 -1.5568 -0.5557
5 H 0.6259 0.0892 -1.1288
6 H -0.2003 -2.4735 -2.2759
7 O -0.7853 -3.0342 3.5557
8 H -0.8204 -3.4166 4.4455
9 H -0.0991 -3.6084 3.2035
10 O -1.6231 2.6237 2.5374
11 H -1.6561 1.6148 2.4348
12 H -2.5325 2.8709 2.3406
13 O 2.3498 1.1456 -2.8116
14 H 1.5026 1.6223 -2.7549
15 H 2.3969 1.0251 -3.7673
16 O 0.1244 1.6479 0.4151
17 H -0.4108 2.4174 0.6300
18 H 0.8759 2.0323 -0.0410

Results of the natural (NBO) charge analysis, in e, for atoms 1 through 6: N -0.809; C 0.534; O -0.613; H 0.399; H 0.407; H 0.076

We find entry x to be the most stable, with the next structure 25.2 kJ/mol higher.

Entry w
Computed, not measured: 2 unconnected molecules or ions with the total composition C2H2Cl3NO, with ωB97M-V with the def2-TZVPD basis set.

For the LUMO energy, the calculation gives -1.10 eV. As for the gap between HOMO and LUMO: 8.51 eV. The SMILES is C=C(Cl)Cl.O=NCl. The HOMO energy is -9.61 eV.

Element x y z (Å)
1 C -1.2119 -0.1403 0.0193
2 C -0.3252 -1.1911 0.0155
3 Cl -0.0830 -2.0601 1.4934
4 Cl 0.7171 -1.5631 -1.2295
5 H -1.9634 -0.0039 0.8407
6 H -1.1221 0.5331 -0.7950
7 O 1.6162 1.2034 -1.2325
8 N 0.8885 1.6521 -0.4131
9 Cl 1.4838 1.5699 1.3011

Results of the natural (NBO) charge analysis, in e, for atoms 1 through 6: C -0.421; C -0.141; Cl 0.033; Cl 0.098; H 0.239; H 0.218

Entry x
Computed, not measured: 2 unconnected molecules or ions with the total composition C2H2Cl3NO, with ωB97M-V with the def2-TZVPD basis set.

For the LUMO energy, the calculation gives -0.63 eV. As for the gap between HOMO and LUMO: 8.58 eV. The HOMO energy is -9.21 eV.

Element x y z (Å)
1 C -0.3265 -0.0366 0.7957
2 C 0.0754 -0.6798 -0.4950
3 N 0.4866 1.7377 0.3680
4 O -0.3123 2.3534 -0.2316
5 Cl -0.8562 -0.1031 -1.8681
6 Cl 0.1597 -2.4461 -0.3659
7 Cl 1.8476 -0.1752 -0.8588
8 H -1.3506 -0.1235 1.0185
9 H 0.2763 -0.5269 1.6374

Results of the natural (NBO) charge analysis, in e, for atoms 1 through 6: C -0.454; C -0.096; N 0.276; O -0.200; Cl 0.043; Cl 0.027

We find entry w to be the most stable, with the next structure 35.2 kJ/mol higher.